(1)
Molecular formula: C33H78N12O12
Method: DFT, ωB97M-V/def2-TZVPD

Multiplicity: 1
Energy relative to the best compared isomer or geometry (same formula, charge and spin), kcal per mole: 12.0
DFT total energy, Eh: -2864.356410
HOMO-LUMO gap, eV: 8.346
Highest occupied orbital energy, eV: -8.523

Last column: Löwdin charge in e.
Element x y z (Å)
C (1.88565, 25.90025, 17.77012)  -0.089
N (3.29194, 25.77623, 18.09563)  0.025
C (4.29986, 26.06319, 17.23390)  -0.519
C (4.02646, 26.97249, 16.07238)  0.006
O (5.43229, 25.64934, 17.50971)  -0.006
H (1.35881, 25.71221, 18.71662)  0.088
H (1.44435, 25.12377, 17.13816)  0.069
H (1.59721, 26.92474, 17.54487)  0.086
H (3.49715, 25.10953, 18.83157)  0.077
H (4.86091, 27.02319, 15.39125)  0.055
H (3.75296, 27.95126, 16.46740)  0.096
H (3.14481, 26.58886, 15.55388)  0.089
C (6.75177, 28.96817, 15.47134)  -0.073
N (5.79101, 30.05344, 15.42261)  0.018
C (4.63293, 30.12882, 14.72910)  -0.564
C (3.88897, 31.43951, 14.83304)  -0.005
O (4.19484, 29.24647, 14.00980)  0.033
H (7.72409, 29.34475, 15.16174)  0.082
H (6.44436, 28.22587, 14.73007)  0.072
H (6.78422, 28.38056, 16.39072)  0.082
H (6.08767, 30.88308, 15.90774)  0.127
H (3.80376, 31.93113, 13.86212)  0.087
H (4.27015, 32.12720, 15.58472)  0.071
H (2.83353, 31.21208, 15.00145)  0.085
C (7.36412, 21.41054, 8.07866)  -0.056
N (7.97552, 20.74593, 9.21537)  0.016
C (7.29162, 20.46914, 10.33862)  -0.547
C (8.00400, 19.90359, 11.54129)  -0.010
O (6.05540, 20.46851, 10.34525)  0.016
H (6.65335, 20.76972, 7.55984)  0.092
H (8.13004, 21.65157, 7.34105)  0.085
H (6.92440, 22.35728, 8.38410)  0.080
H (8.95208, 20.51165, 9.17246)  0.135
H (8.43661, 18.92068, 11.31811)  0.088
H (7.29658, 19.67460, 12.33178)  0.086
H (8.84954, 20.52593, 11.84753)  0.070
C (10.59411, 23.97004, 11.64300)  -0.071
N (9.86614, 25.11437, 12.12006)  0.017
C (10.41148, 26.35660, 12.17007)  -0.536
C (9.45311, 27.47711, 12.57370)  0.019
O (11.59288, 26.59544, 12.00835)  0.048
H (9.88690, 23.32861, 11.10445)  0.067
H (10.93793, 23.29181, 12.43236)  0.063
H (11.43115, 24.26129, 11.02036)  0.089
H (8.98973, 25.05364, 12.60439)  0.091
H (9.18673, 27.99147, 11.65180)  0.090
H (9.89874, 28.10553, 13.33889)  0.057
H (8.52980, 27.05421, 12.98592)  0.063
C (14.15180, 24.67464, 17.92683)  -0.049
N (12.92869, 24.05710, 17.37650)  0.013
C (12.86724, 23.73347, 16.06883)  -0.590
C (11.47593, 23.38191, 15.55317)  0.005
O (13.83641, 23.61549, 15.33723)  0.041
H (14.82562, 23.87838, 18.24462)  0.080
H (13.81618, 25.26945, 18.77238)  0.083
H (14.65912, 25.26680, 17.17020)  0.075
H (12.13307, 24.16337, 17.99235)  0.076
H (11.58992, 23.29431, 14.47832)  0.065
H (10.68466, 24.03453, 15.91685)  0.058
H (11.28467, 22.38715, 15.96694)  0.075
C (4.91073, 22.15022, 18.50134)  -0.076
N (5.28842, 22.47359, 19.85014)  0.025
C (4.74261, 23.47035, 20.58476)  -0.533
C (5.54411, 23.96574, 21.76458)  0.004
O (3.66999, 23.97632, 20.30355)  0.028
H (4.79032, 21.08172, 18.32936)  0.087
H (5.47752, 22.60100, 17.67849)  0.074
H (3.93190, 22.57814, 18.25772)  0.078
H (6.05063, 21.92792, 20.21224)  0.126
H (5.02668, 23.73169, 22.69304)  0.087
H (5.55611, 25.05605, 21.69114)  0.093
H (6.60143, 23.70526, 21.79819)  0.072
C (7.21635, 20.06316, 16.00161)  -0.069
N (8.37552, 19.28853, 15.62303)  0.028
C (9.39077, 19.78478, 14.89626)  -0.544
C (10.49416, 18.83268, 14.50090)  0.007
O (9.46981, 20.97039, 14.58676)  -0.002
H (7.10683, 20.06221, 17.09018)  0.074
H (6.30059, 19.61856, 15.60144)  0.080
H (7.09089, 21.10305, 15.71185)  0.070
H (8.27660, 18.29736, 15.75646)  0.141
H (11.40725, 19.32891, 14.19121)  0.087
H (10.18461, 18.22096, 13.64962)  0.081
H (10.69863, 18.17139, 15.34593)  0.082
C (9.77072, 27.27502, 16.48972)  -0.059
N (11.07027, 26.89853, 15.97228)  0.024
C (11.81408, 27.68046, 15.14281)  -0.547
C (13.13245, 27.09788, 14.72328)  0.005
O (11.49220, 28.84063, 14.91780)  0.023
H (9.90155, 27.37202, 17.57449)  0.086
H (9.08605, 26.44768, 16.31016)  0.058
H (9.47610, 28.26465, 16.16335)  0.065
H (11.50119, 26.09610, 16.40076)  0.097
H (13.48700, 27.62261, 13.84117)  0.087
H (13.09187, 26.01470, 14.62082)  0.064
H (13.90813, 27.27234, 15.47667)  0.086
C (1.63555, 20.24961, 16.72032)  -0.091
N (1.99503, 21.52447, 16.18041)  0.012
C (3.11999, 21.73835, 15.45412)  -0.541
C (3.31597, 23.17036, 14.94782)  0.034
O (3.99587, 20.90886, 15.26439)  0.025
H (1.46732, 20.23772, 17.80288)  0.083
H (2.40069, 19.48536, 16.58394)  0.082
H (0.72704, 19.79993, 16.30822)  0.083
H (1.48211, 22.31115, 16.53460)  0.124
H (4.28625, 23.42800, 15.37155)  0.064
H (2.45847, 23.71642, 15.33466)  0.064
H (3.44329, 23.18437, 13.86940)  0.086
C (8.20164, 25.09860, 18.84043)  0.001
C (9.44518, 24.27347, 19.08676)  -0.558
N (9.30316, 22.91698, 19.10655)  0.171
O (10.56170, 24.77808, 19.16093)  0.008
H (8.31195, 26.08612, 19.27252)  0.094
H (7.36536, 24.64929, 19.38415)  0.059
H (7.98033, 25.01463, 17.78037)  0.057
H (8.40192, 22.48794, 19.20250)  0.081
H (10.14290, 22.37435, 19.21224)  0.109
C (3.74832, 25.12882, 10.81063)  -0.014
C (4.19562, 23.83293, 10.14986)  -0.592
N (5.30273, 23.21016, 10.60609)  0.168
O (3.53302, 23.41219, 9.20556)  0.003
H (3.26141, 25.68501, 10.01127)  0.077
H (4.50900, 25.72978, 11.29904)  0.063
H (2.94270, 24.89544, 11.51028)  0.077
H (5.53453, 22.26030, 10.31801)  0.053
H (5.69214, 23.54103, 11.49171)  0.043
C (7.17032, 24.47442, 15.07869)  0.000
C (6.83506, 23.94103, 13.71085)  -0.563
N (7.65727, 22.98045, 13.22704)  0.204
O (5.87847, 24.41496, 13.11051)  0.020
H (6.41497, 24.08623, 15.76687)  0.058
H (7.08388, 25.55697, 15.10056)  0.074
H (8.13849, 24.13750, 15.45520)  0.070
H (7.47952, 22.56726, 12.32507)  0.090
H (8.11673, 22.37581, 13.90148)  0.063

=====

(2)
Molecular formula: C33H79N7O13
Method: DFT, ωB97M-V/def2-TZVPD

Multiplicity: 1
Energy relative to the best compared isomer or geometry (same formula, charge and spin), kcal per mole: 13.7
DFT total energy, Eh: -2666.108265
HOMO-LUMO gap, eV: 9.228
Highest occupied orbital energy, eV: -8.827

Last column: Löwdin charge in e.
Element x y z (Å)
C (10.87017, 10.72615, 8.34925)  -0.083
N (10.90678, 10.44607, 9.77560)  -0.002
C (11.26233, 9.17706, 10.16478)  -0.515
C (11.22452, 9.09729, 11.73044)  0.014
O (11.54352, 8.29532, 9.34934)  0.011
H (11.59297, 10.13060, 7.81508)  0.068
H (11.07446, 11.76467, 8.12881)  0.081
H (9.89454, 10.46559, 7.97702)  0.079
H (10.99050, 11.30853, 10.32325)  0.073
H (12.10066, 8.48753, 12.04174)  0.062
H (10.35170, 8.59020, 12.12526)  0.072
H (11.29191, 10.11721, 12.11378)  0.058
C (14.04133, 15.35648, 15.38091)  -0.095
N (13.56065, 14.09657, 14.91530)  -0.010
C (13.44128, 12.92006, 15.59284)  -0.544
C (12.73422, 11.90235, 14.79566)  -0.004
O (13.91804, 12.70571, 16.72553)  0.019
H (13.74793, 15.64846, 16.38899)  0.090
H (13.71642, 16.09460, 14.65388)  0.082
H (15.13644, 15.45407, 15.40734)  0.084
H (13.22650, 14.11606, 13.95155)  0.104
H (12.29738, 12.44489, 13.91683)  0.080
H (12.02236, 11.38192, 15.45798)  0.103
H (13.35919, 11.10257, 14.42079)  0.072
C (14.54675, 20.13939, 10.20140)  -0.085
N (13.65603, 18.99969, 10.18403)  0.044
C (12.56923, 18.87717, 10.96548)  -0.485
C (12.41895, 20.13369, 11.94163)  0.005
O (11.78578, 17.91855, 10.99954)  -0.004
H (15.14310, 20.05387, 9.31795)  0.072
H (15.20446, 20.18692, 11.07234)  0.093
H (14.05827, 21.07461, 10.07224)  0.075
H (13.77759, 18.27269, 9.50341)  0.105
H (11.86147, 19.77460, 12.86217)  0.069
H (11.75447, 20.84839, 11.46020)  0.081
H (13.39553, 20.55687, 12.27434)  0.070
C (17.56258, 13.04636, 9.00381)  -0.097
N (17.88171, 13.26199, 10.36790)  -0.001
C (18.61118, 14.41459, 10.78547)  -0.498
C (18.62865, 14.58697, 12.29209)  -0.001
O (19.17632, 15.11943, 9.96773)  0.033
H (17.20002, 12.01342, 8.96518)  0.074
H (18.50295, 13.21487, 8.41759)  0.109
H (16.73995, 13.63583, 8.65134)  0.047
H (17.47697, 12.63706, 11.02466)  0.058
H (17.66931, 14.21985, 12.78760)  0.090
H (18.86640, 15.58622, 12.53186)  0.059
H (19.49462, 14.02741, 12.61053)  0.078
C (15.47623, 8.31661, 11.97294)  -0.036
N (15.93181, 9.35844, 12.88082)  0.016
C (16.54008, 10.49596, 12.57727)  -0.558
C (16.94770, 11.37702, 13.73039)  0.019
O (16.70532, 10.82574, 11.42012)  0.020
H (14.40044, 8.11901, 12.03698)  0.070
H (15.96310, 7.39172, 12.21075)  0.075
H (15.79736, 8.62345, 10.96453)  0.091
H (16.06813, 9.11991, 13.88162)  0.153
H (17.96627, 11.60098, 13.60279)  0.068
H (16.92530, 10.94288, 14.69718)  0.069
H (16.31268, 12.27944, 13.68168)  0.095
C (9.16994, 14.74153, 11.71944)  -0.037
N (10.58079, 15.07436, 11.42242)  0.035
C (11.48830, 14.11765, 11.20695)  -0.554
C (12.86381, 14.56887, 10.81654)  0.030
O (11.16381, 12.93567, 11.24126)  -0.004
H (8.58510, 15.68639, 11.78727)  0.098
H (9.03552, 14.29587, 12.72426)  0.078
H (8.84139, 14.04058, 10.93650)  0.089
H (10.79659, 15.98211, 11.10350)  0.082
H (12.99027, 14.21387, 9.79219)  0.084
H (13.56068, 14.16035, 11.54612)  0.085
H (12.94808, 15.61947, 10.88217)  0.047
C (15.47278, 9.82912, 6.98889)  -0.095
N (15.31074, 11.22685, 7.11266)  0.011
C (14.58788, 11.97691, 8.00406)  -0.505
C (14.11228, 11.39709, 9.26907)  0.011
O (14.54790, 13.22326, 7.79800)  -0.031
H (16.56015, 9.51435, 6.94755)  0.098
H (15.07635, 9.37451, 6.07724)  0.078
H (15.01450, 9.29828, 7.86034)  0.091
H (15.65811, 11.86871, 6.43408)  0.136
H (13.72641, 10.35625, 9.12325)  0.082
H (13.28739, 12.02851, 9.70675)  0.082
H (14.96321, 11.36833, 9.92644)  0.065
C (10.71537, 15.31480, 14.72345)  -0.101
O (9.60397, 16.17684, 14.55375)  -0.215
C (8.43046, 16.02198, 15.36788)  -0.170
C (8.65362, 16.37046, 16.82560)  -0.186
O (8.49493, 17.78343, 16.92784)  -0.200
C (8.87012, 18.31641, 18.18470)  -0.104
H (11.15181, 15.28065, 13.72263)  0.075
H (10.44549, 14.31741, 14.97056)  0.081
H (11.40975, 15.61166, 15.50773)  0.073
H (8.13257, 14.96454, 15.39596)  0.127
H (7.66327, 16.63518, 14.95424)  0.114
H (9.68449, 16.10092, 17.16931)  0.132
H (7.91894, 15.86493, 17.47008)  0.130
H (8.77404, 19.37778, 18.12207)  0.071
H (9.94111, 18.12406, 18.35958)  0.094
H (8.26982, 17.99310, 19.02888)  0.086
C (9.68707, 22.19258, 14.77134)  -0.101
O (9.17173, 21.21193, 13.86761)  -0.204
C (9.29479, 19.88840, 14.43705)  -0.185
C (8.49209, 18.90634, 13.57502)  -0.206
O (7.09564, 19.17237, 13.43656)  -0.200
C (6.65431, 20.03511, 12.31974)  -0.057
H (9.07373, 23.07067, 14.54474)  0.087
H (10.71703, 22.39445, 14.52376)  0.075
H (9.51121, 21.93839, 15.82194)  0.083
H (8.84369, 19.82546, 15.45889)  0.120
H (10.36615, 19.54206, 14.34917)  0.124
H (8.65223, 17.93817, 14.04356)  0.070
H (8.96621, 18.90921, 12.55561)  0.128
H (5.70114, 19.66376, 11.94872)  0.071
H (7.46620, 19.85709, 11.58944)  0.084
H (6.47600, 21.08095, 12.64954)  0.086
C (13.18327, 17.18815, 6.51356)  -0.128
O (13.94820, 17.00133, 7.67770)  -0.211
C (15.22225, 16.36486, 7.25710)  -0.140
C (16.19836, 16.51640, 8.45417)  -0.202
O (16.59858, 17.83829, 8.66452)  -0.189
C (17.60859, 18.23298, 7.73055)  -0.079
H (13.61296, 17.99200, 5.88890)  0.095
H (12.22465, 17.56988, 6.82219)  0.080
H (13.02744, 16.25418, 5.98625)  0.088
H (15.60108, 16.81114, 6.32803)  0.111
H (15.03013, 15.29778, 7.04648)  0.097
H (17.14366, 15.94529, 8.35008)  0.116
H (15.63811, 16.25464, 9.33238)  0.118
H (17.34095, 18.21128, 6.68186)  0.085
H (18.53001, 17.73394, 7.96985)  0.090
H (17.77824, 19.24180, 7.90051)  0.060

=====

- Look up the energy relative to the best compared isomer or geometry (same formula, charge and spin) of the second one.
  13.7 kcal per mole